# C44H49BrMoN4O2PS2

A molecular structure, C44H49BrMoN4O2PS2 at a distorted geometry (ωB97M-V/def2-TZVPD, OMol25).

Results
Net charge: +1
Largest force on an atom (eV Å⁻¹): 1.35
Frontier orbital gap (alpha / beta) (eV): 5.707 / 5.701

```
104
Properties=species:S:1:pos:R:3:forces:R:3:lowdin_charge:R:1
Mo -1.1484 0.2598 -0.7185 -1.18 0.45 -0.32 0.98
Br -0.0347 5.7288 -5.8721 0.01 0.03 -0.11 0.78
S 1.4043 0.6936 -0.6588 0.38 -0.10 0.17 0.80
S -0.6901 0.1923 1.6426 0.14 -0.10 0.59 0.78
P -0.3417 -2.0913 -1.1406 0.05 0.41 -0.09 0.82
O -0.7028 1.6075 -2.4054 0.02 -0.11 0.18 -0.18
O -1.3893 2.4040 -0.5083 0.24 0.25 0.06 -0.13
N -0.5191 6.3177 -1.8348 0.01 -0.17 -0.24 0.09
N -2.7740 -0.3311 -0.8684 -0.02 -0.41 -0.07 -0.15
N 3.1761 0.8207 1.2906 0.01 0.11 -0.01 -0.08
N 1.4031 0.0507 3.2676 -0.18 0.18 -0.44 -0.09
C 0.5975 1.0984 5.3367 -0.01 0.05 -0.06 -0.23
C -4.3113 -1.0263 -2.5988 -0.24 -0.09 -0.42 -0.15
C 0.6842 -2.4504 -2.6012 0.06 -0.02 -0.06 -0.36
C 0.1748 2.3306 4.8391 0.03 0.04 0.02 -0.03
C 2.8415 0.0360 3.5393 -0.12 -0.03 0.04 -0.09
C 0.7052 -2.7608 0.1960 0.04 -0.09 0.04 -0.25
C -5.7529 -2.5211 -0.7521 0.07 -0.16 0.02 -0.03
C 1.0777 1.0135 6.6357 0.04 0.05 0.06 -0.04
C -0.3220 6.4677 -3.1461 -0.04 0.10 0.28 -0.16
C 5.1795 -1.2881 0.4288 -0.03 -0.08 -0.03 -0.03
C 6.6376 0.5434 0.9774 0.08 -0.04 -0.01 -0.04
C -2.3528 -0.3575 -4.1127 0.16 -0.04 0.04 -0.06
C -6.0148 -2.6732 -2.1034 0.03 0.03 0.05 -0.06
C -4.7248 -1.7071 -0.2866 -0.23 -0.27 0.21 -0.15
C 3.5197 1.0665 2.6954 -0.02 0.04 -0.16 -0.08
C 7.6740 -0.3523 1.2181 -0.05 -0.03 -0.03 -0.06
C -3.7739 -0.0569 -3.6430 0.02 -0.20 -0.05 -0.36
C 0.7216 3.3724 6.9378 0.00 0.00 -0.06 -0.07
C 0.5441 -0.1233 4.4527 -0.11 -0.13 -0.20 -0.11
C -3.9556 -1.0375 -1.2442 1.02 0.80 0.38 -0.23
C -3.3877 -2.0949 1.9053 0.04 -0.06 -0.05 -0.08
C 1.9192 0.5866 0.9394 0.27 0.06 -0.26 -0.61
C 7.4604 -1.7136 1.0627 -0.05 0.01 0.01 -0.07
C -0.3253 5.4081 -4.0437 0.01 0.06 0.02 -0.67
C 1.1405 2.1498 7.4375 -0.04 -0.05 -0.05 -0.07
C -0.5347 4.1311 -3.5789 0.07 -0.07 -0.12 -0.04
C 5.3911 0.0807 0.5805 0.07 -0.08 0.02 -0.23
C 0.1578 -3.1187 -3.7041 0.00 0.04 -0.06 -0.10
C 0.9487 -3.3852 -4.8139 0.02 0.05 0.01 -0.07
C 0.9375 0.2534 2.0195 -0.10 -0.08 0.69 -0.60
C 6.2103 -2.1830 0.6679 0.03 0.05 0.02 -0.06
C -4.8270 -0.0500 1.5905 0.14 0.05 0.03 -0.05
C -4.6288 -1.5230 1.2236 0.03 0.07 -0.12 -0.36
C -0.7461 3.9725 -2.2177 -0.08 0.03 0.02 -0.12
C -0.9659 2.6254 -1.6816 -0.03 -0.66 -0.14 -0.63
C -0.7351 5.0822 -1.3868 -0.01 0.23 0.01 -0.06
C -1.6493 -3.3476 -1.2342 0.08 -0.08 0.03 -0.23
C 2.8161 -2.3272 -3.7382 -0.06 0.00 0.01 -0.07
C -5.3147 -1.9002 -3.0128 -0.07 0.15 0.08 -0.03
C -4.0168 1.4039 -3.2619 0.02 0.04 0.03 -0.04
C 0.2397 3.4632 5.6346 0.00 -0.05 0.05 -0.06
C 4.2626 1.0342 0.3164 -0.22 0.14 0.02 -0.11
C 2.2763 -2.9850 -4.8358 0.01 -0.03 0.02 -0.07
C 2.0258 -2.0623 -2.6302 0.00 -0.02 -0.03 -0.12
H -3.9961 0.5518 1.2135 -0.06 0.02 0.02 0.06
H 0.8966 -1.0020 4.9950 0.05 -0.02 -0.01 0.14
H 0.7658 4.2561 7.5609 0.00 -0.01 -0.01 0.11
H -0.4701 -0.3301 4.1170 0.03 0.02 -0.02 0.09
H -0.5306 3.2764 -4.2420 -0.01 0.00 0.04 0.12
H -3.5200 -2.0723 2.9887 -0.02 0.04 0.01 0.09
H -0.1541 7.4750 -3.5074 0.00 0.03 0.04 0.11
H -0.2140 2.4017 3.8284 0.00 0.00 0.01 0.10
H -3.7086 2.0587 -4.0794 0.00 -0.02 -0.01 0.08
H -2.0492 0.3505 -4.8861 -0.03 -0.01 -0.02 0.09
H 1.5136 2.0765 8.4507 -0.01 -0.01 -0.02 0.11
H 2.4604 -1.5433 -1.7838 0.00 -0.05 -0.05 0.04
H 3.1957 2.0741 2.9698 0.01 0.02 0.01 0.15
H 3.8541 -2.0203 -3.7437 0.00 0.00 -0.01 0.11
H 8.6455 0.0155 1.5221 -0.02 -0.01 -0.01 0.11
H -0.9027 4.9595 -0.3236 0.00 0.03 0.00 0.12
H 0.5244 -3.9058 -5.6627 0.00 0.01 0.01 0.11
H -5.7506 0.3439 1.1654 0.01 -0.02 -0.01 0.09
H -6.7966 -3.3440 -2.4361 0.01 0.03 0.00 0.11
H 0.1513 -2.7227 1.1344 -0.01 -0.03 0.02 0.04
H -2.1943 -3.3521 -0.2940 -0.03 0.02 0.06 0.03
H -4.8681 0.0778 2.6737 -0.01 -0.03 0.01 0.08
H -4.4142 -0.2329 -4.5092 0.01 -0.01 -0.09 0.12
H -0.8749 -3.4416 -3.7098 0.00 0.01 0.00 0.09
H 6.8065 1.6087 1.0896 -0.01 -0.01 0.00 0.12
H 6.0451 -3.2446 0.5380 0.01 0.01 0.01 0.11
H -1.6115 -0.2898 -3.3167 -0.11 -0.05 -0.09 0.01
H -3.4756 1.7082 -2.3704 0.07 -0.03 0.13 0.05
H -5.0796 1.5730 -3.0789 0.02 0.00 0.01 0.09
H 1.4023 0.0557 7.0281 0.00 0.01 0.00 0.12
H 2.9884 0.2545 4.5954 -0.02 0.03 0.01 0.14
H -1.1923 -4.3236 -1.3969 -0.04 -0.05 0.00 0.06
H 4.6006 1.0028 2.7983 -0.01 -0.04 -0.02 0.13
H 4.2046 -1.6567 0.1081 0.14 0.07 0.04 0.10
H -2.3678 -3.1441 -2.0251 0.01 0.10 -0.05 0.04
H -5.5836 -1.9207 -4.0626 0.01 -0.04 0.02 0.12
H 1.6282 -2.1850 0.3101 -0.14 -0.03 -0.05 0.01
H -2.5034 -1.5084 1.6723 0.01 -0.07 -0.06 -0.02
H 8.2672 -2.4108 1.2470 -0.02 0.00 -0.01 0.11
H 2.8918 -3.1926 -5.7018 -0.01 0.01 0.02 0.11
H -2.2948 -1.3619 -4.5353 -0.03 -0.03 -0.03 0.08
H -3.1954 -3.1322 1.6264 -0.09 -0.03 -0.03 0.07
H 3.2435 -0.9581 3.3246 0.00 -0.03 0.03 0.15
H 0.9659 -3.7925 -0.0382 0.04 -0.04 0.06 0.06
H -5.4801 -2.0805 1.6167 -0.05 0.02 0.06 0.12
H -0.0965 4.4158 5.2456 0.01 -0.02 0.01 0.11
H 4.5916 2.0739 0.3804 0.00 0.00 0.07 0.14
H 3.8462 0.8861 -0.6731 0.00 -0.01 -0.08 0.08
H -6.3520 -3.0546 -0.0247 -0.04 -0.01 -0.02 0.12
```
Forces are in eV/Å.


# C44H51AuGeN2O2SSb2Se

A molecular structure, C44H51AuGeN2O2SSb2Se (ωB97M-V/def2-TZVPD, OMol25).

Results
Net charge: +2
Largest force on an atom (eV Å⁻¹): 0.48
Frontier orbital gap (eV): 6.997

```
105
Properties=species:S:1:pos:R:3:forces:R:3:lowdin_charge:R:1
Au -0.6248 -0.1340 1.6852 -0.10 -0.02 -0.23 0.53
Sb 1.8581 -0.4990 -1.8765 0.09 0.02 0.40 1.79
Sb 1.4789 -1.0660 2.7254 -0.02 0.03 0.12 1.41
Se -0.0952 3.2984 0.7485 0.07 -0.02 -0.01 0.81
Ge -0.8823 4.9100 3.5377 0.09 -0.03 -0.01 0.75
S -1.0804 0.7330 -2.7293 -0.26 -0.06 0.36 0.67
O 0.3507 0.1621 -2.9342 0.36 0.21 -0.25 -0.48
O -1.9954 0.0040 -3.5478 -0.07 0.00 0.24 -0.23
N -1.2373 0.7079 -1.1829 0.08 -0.20 -0.18 -0.14
N -2.4385 0.5191 0.7881 0.00 -0.03 -0.47 -0.08
C -0.7811 4.9462 -4.3610 -0.01 0.02 -0.03 -0.24
C 4.5607 0.2220 -2.9479 0.00 -0.08 -0.06 -0.11
C 5.6302 0.1720 -3.8297 -0.03 0.03 -0.03 -0.05
C -0.4125 3.4694 4.7661 -0.02 -0.09 0.05 -0.22
C 2.0436 -3.0695 2.4460 -0.04 -0.05 -0.11 -0.39
C -4.7838 0.9384 0.9707 -0.04 0.05 0.03 -0.04
C -0.5725 6.6732 4.2954 0.01 0.07 0.03 -0.21
C 1.5781 -0.9012 4.8192 0.06 0.04 0.00 -0.38
C 1.6481 -0.6636 7.5812 0.00 0.01 -0.01 -0.06
C 1.0749 -4.0660 2.5342 -0.01 -0.02 -0.03 -0.15
C 3.7596 -4.7551 2.3166 -0.01 0.00 -0.01 -0.06
C 1.9097 0.4432 6.7851 0.00 -0.01 0.00 -0.07
C 0.3638 -5.0018 -1.0804 0.02 -0.01 0.04 -0.04
C 0.2601 4.4207 -3.5932 0.02 0.00 0.02 -0.02
C 2.1502 -3.4492 -1.4920 0.03 0.03 0.11 -0.11
C 0.3843 4.6853 2.0276 0.01 0.08 0.06 -0.60
C 1.3223 -2.0131 5.6158 0.03 0.00 0.01 -0.12
C -1.4437 4.3065 -0.2171 -0.03 -0.05 0.00 -0.37
C 3.4072 -0.5036 -3.2455 -0.13 0.06 -0.07 -0.33
C 1.8728 0.3268 5.4028 -0.02 0.02 0.06 -0.14
C -0.1300 -2.6537 -1.1904 -0.03 0.10 0.03 -0.12
C -3.5720 0.5995 1.5149 0.21 0.05 -0.01 -0.13
C -2.4683 0.7896 -0.5418 0.01 0.10 0.18 -0.40
C 1.7120 -4.7499 -1.3013 -0.05 -0.04 0.01 -0.06
C -3.6806 1.1507 -1.1483 0.16 -0.07 0.09 0.00
C -4.8288 1.2164 -0.3909 -0.06 0.02 -0.03 -0.02
C 0.2025 3.1320 -3.0968 -0.06 0.05 0.05 -0.07
C 2.4383 0.7493 -0.2635 -0.12 -0.15 -0.09 -0.31
C 1.3560 -1.8890 6.9982 0.02 0.00 0.00 -0.06
C -1.9572 2.8406 -4.1505 0.03 -0.01 -0.04 -0.04
C 3.1966 0.0286 2.0949 0.05 0.11 -0.21 -0.35
C -1.8859 4.1390 -4.6265 -0.01 0.01 -0.02 -0.01
C -0.5546 -3.9598 -1.0203 0.05 -0.08 0.03 -0.05
C 3.3883 -3.4174 2.3330 -0.02 -0.01 0.05 -0.12
C 2.7925 -5.7462 2.4273 0.02 0.00 -0.02 -0.06
C 3.5119 0.0144 0.5893 -0.15 0.16 0.10 -0.33
C 4.3658 -1.2744 -5.2981 -0.01 0.03 -0.01 -0.05
C 1.2218 -2.4118 -1.4265 -0.10 -0.10 -0.06 -0.34
C -2.7343 4.6746 2.9771 -0.11 0.01 -0.02 -0.22
C -0.9086 2.3476 -3.3817 -0.12 0.11 0.03 -0.30
C 5.5280 -0.5720 -4.9981 0.01 0.00 -0.01 -0.04
C -0.7011 6.3396 -4.9162 0.00 -0.02 0.02 -0.03
C 1.4525 -5.4027 2.5367 -0.03 -0.01 -0.05 -0.07
C 3.2931 -1.2464 -4.4216 0.10 -0.03 0.08 -0.10
H 4.0395 -0.3555 2.6697 0.04 0.02 -0.03 0.07
H 0.0242 -3.8096 2.6177 0.00 0.01 0.00 0.10
H -0.9696 5.1215 -0.7570 0.01 0.02 -0.02 0.03
H 0.5968 3.6153 5.1560 -0.02 -0.04 -0.01 0.02
H 6.5373 0.7192 -3.6099 -0.02 0.00 -0.01 0.12
H -1.6749 6.8278 -4.8978 0.01 -0.01 0.00 0.09
H 2.8048 1.6674 -0.7226 0.02 0.01 0.10 0.07
H -0.3684 6.3147 -5.9563 0.00 -0.02 0.02 0.10
H -2.8003 2.2087 -4.3975 0.02 0.01 0.02 0.12
H 1.1614 -2.7535 7.6199 0.00 0.02 -0.02 0.11
H 0.5693 5.6107 1.4807 -0.03 -0.04 -0.03 0.02
H 2.0786 1.2011 4.7969 -0.03 0.03 -0.04 0.09
H -3.0921 5.5241 2.3938 -0.01 -0.03 0.01 0.03
H -1.0996 3.4095 5.6112 0.02 0.03 -0.02 0.03
H -3.7171 1.3566 -2.2063 0.02 0.00 -0.05 0.10
H 0.0245 -6.0224 -0.9597 0.01 0.01 0.01 0.12
H 1.5268 0.9992 0.2804 0.03 -0.03 0.02 -0.05
H 4.4599 0.5340 0.4376 0.02 -0.07 -0.02 0.11
H 0.4618 6.7683 4.6283 -0.02 0.02 -0.01 0.02
H -2.8430 3.7615 2.3874 -0.02 0.01 0.03 0.00
H -3.3706 4.5872 3.8594 0.03 0.01 -0.01 0.03
H 1.6769 -0.5720 8.6592 0.00 0.00 -0.02 0.12
H -5.7649 1.4885 -0.8619 0.02 0.00 0.01 0.13
H -2.6981 4.5265 -5.2300 0.02 -0.01 0.02 0.13
H 2.4212 -5.5655 -1.3420 -0.01 0.00 0.00 0.12
H 4.1604 -2.6577 2.2882 0.00 0.01 -0.01 0.09
H -2.1861 4.6872 0.4777 0.02 0.00 -0.04 0.00
H -1.6032 -4.1644 -0.8499 0.01 -0.01 -0.01 0.12
H 6.3623 -0.6000 -5.6874 -0.02 -0.01 0.02 0.12
H 4.6385 0.8199 -2.0469 0.00 -0.04 -0.01 0.09
H 1.0094 2.7567 -2.4826 0.03 -0.03 0.04 0.10
H 0.6990 -6.1754 2.6294 0.02 0.03 -0.01 0.12
H 2.1443 1.3976 7.2389 -0.01 -0.02 -0.01 0.11
H -3.4676 0.3949 2.5726 -0.01 -0.05 -0.04 0.11
H 1.1270 5.0353 -3.3807 -0.02 -0.02 0.00 0.13
H -0.4558 2.5167 4.2303 0.05 -0.02 0.04 0.00
H 0.0046 6.9508 -4.3559 -0.01 -0.01 -0.01 0.08
H 2.3899 -1.7975 -4.6544 0.00 0.00 0.02 0.12
H -5.6641 0.9915 1.5953 0.03 -0.01 -0.03 0.12
H -1.9200 3.6301 -0.9233 -0.01 0.00 -0.05 0.00
H -1.2236 6.8679 5.1482 0.01 -0.04 -0.03 0.03
H 3.0859 -6.7885 2.4359 -0.01 0.03 0.00 0.12
H 1.3414 4.3693 2.4487 0.00 0.03 0.00 0.01
H 3.0264 1.0579 2.4200 0.03 -0.02 0.03 0.07
H -0.8477 -1.8406 -1.1548 0.06 -0.03 -0.01 0.08
H 1.1124 -2.9808 5.1747 -0.01 0.02 -0.01 0.09
H 4.2963 -1.8431 -6.2159 0.00 0.02 0.02 0.12
H 4.8057 -5.0236 2.2398 -0.03 0.01 0.00 0.11
H 3.2004 -3.2614 -1.6868 -0.02 0.02 -0.04 0.11
H 3.6882 -1.0165 0.2593 -0.07 -0.01 0.02 0.08
H -0.7628 7.4376 3.5406 0.01 0.01 0.04 0.02
```
Forces are in eV/Å.


Number 1: electronic energy -159334.388 eV. Number 2: electronic energy -202980.897 eV.